The following is a DFT calculation (ωB97M-V/def2-TZVPD) of a single C2H6FP molecule.

Values from the calculation:
Relative energy (zero: lowest compared OMol25 entry of this formula, charge and spin) = 228.09 kJ/mol
2S+1 = 3
Total charge = 0
DFT total energy = -14170.8552 eV
Max |F| = 0.138 Eh/bohr

Last column: Mulliken spin population.
Cartesian coordinates (Å):
C  -0.964  -0.289  0.591  0.05
C  1.526  0.491  -0.267  0.81
F  2.661  0.214  0.597  0.03
P  0.415  -1.345  -0.125  1.11
H  -0.713  -0.176  1.703  0.01
H  -1.814  -0.868  0.336  -0.02
H  -1.120  0.682  0.233  0.01
H  1.783  0.670  -1.211  -0.01
H  0.991  1.242  0.271  0.01
H  0.012  -0.999  -1.566  0.00

---

The following is a DFT calculation (ωB97M-V/def2-TZVPD) of a molecular structure, C2H6I2N2O.

Values from the calculation:
Relative energy (zero: lowest compared OMol25 entry of this formula, charge and spin) = 91.50 kJ/mol
Total charge = 0
DFT total energy = -23396.4699 eV
Max |F| = 0.055 Eh/bohr

Last column: Mulliken charge in e.
Cartesian coordinates (Å):
C  0.870  -0.717  2.189  -0.53
C  -1.551  0.548  -2.267  -0.46
N  1.031  -1.149  0.807  -0.01
N  1.387  -0.534  -0.133  -0.10
O  -1.856  0.211  -0.976  -0.47
I  -1.905  1.572  0.405  0.23
I  2.070  1.552  -0.078  -0.11
H  1.861  -0.321  2.589  0.31
H  0.140  0.209  2.236  0.19
H  0.404  -1.612  2.820  0.24
H  -0.454  0.791  -2.298  0.24
H  -2.388  1.215  -2.718  0.26
H  -1.757  -0.353  -2.873  0.21

---

The following is a DFT calculation (ωB97M-V/def2-TZVPD) of a molecular structure, C2H6I2N2OP.

Values from the calculation:
Relative energy (zero: lowest compared OMol25 entry of this formula, charge and spin) = 294.11 kJ/mol
Total charge = +1
DFT total energy = -32678.2724 eV
Max |F| = 0.054 Eh/bohr

Last column: Mulliken charge in e.
Cartesian coordinates (Å):
C  -2.116  1.640  0.031  0.37
C  -0.073  -0.531  1.152  0.07
N  -1.125  -0.536  0.489  -0.53
N  1.674  0.866  -1.488  -0.58
O  -1.359  2.481  0.255  -0.17
P  1.444  -1.642  1.002  0.00
I  -3.989  1.124  -0.508  0.48
I  -2.101  -1.906  -0.459  0.28
H  -0.028  0.441  1.714  0.33
H  2.669  0.802  -1.372  0.22
H  1.247  1.667  -1.141  0.18
H  1.430  0.524  -2.371  0.20
H  1.547  -2.151  2.302  0.11
H  0.781  -2.778  0.394  0.04

---

The following is a DFT calculation (ωB97M-V/def2-TZVPD) of a molecular structure, C2H6I2N2OP.

Values from the calculation:
Relative energy (zero: lowest compared OMol25 entry of this formula, charge and spin) = 234.72 kJ/mol
Total charge = +1
DFT total energy = -32678.8879 eV
Max |F| = 0.069 Eh/bohr

Last column: Mulliken charge in e.
Cartesian coordinates (Å):
C  1.949  1.588  -0.478  0.24
C  -0.492  -1.116  -2.118  -0.03
N  -0.357  -0.671  -0.973  -0.36
N  0.372  1.688  3.614  -0.86
O  2.474  1.982  -1.394  -0.10
P  -1.797  -2.255  -2.634  -0.17
I  1.061  1.349  1.266  0.67
I  -1.960  -0.909  0.342  0.07
H  0.417  -1.003  -2.786  0.36
H  -0.330  2.413  3.954  0.31
H  1.070  1.558  4.336  0.31
H  -0.236  0.786  3.501  0.37
H  -1.522  -2.262  -4.023  0.08
H  -0.649  -3.148  -2.607  0.11

---

The following is a DFT calculation (ωB97M-V/def2-TZVPD) of a molecular structure, C2H6I2N3.

Values from the calculation:
Relative energy (zero: lowest compared OMol25 entry of this formula, charge and spin) = 161.03 kJ/mol
Total charge = +1
DFT total energy = -22834.1550 eV
Max |F| = 0.122 Eh/bohr

Last column: Mulliken charge in e.
Cartesian coordinates (Å):
C  -0.624  -0.105  -0.459  0.71
C  -0.235  0.543  2.048  -1.01
N  -1.623  0.777  -0.480  -0.31
N  0.140  -0.244  0.894  -0.39
N  -0.104  -0.592  -1.627  -0.57
I  0.777  -2.143  1.286  0.26
I  1.787  -1.150  -2.153  0.34
H  0.637  0.255  2.624  0.37
H  -0.014  1.661  1.899  0.42
H  -1.205  0.385  2.491  0.37
H  -1.887  1.196  0.421  0.25
H  -2.091  0.947  -1.418  0.26
H  -0.783  -0.823  -2.327  0.30

---

The following is a DFT calculation (ωB97M-V/def2-TZVPD) of a gas-phase ion, C2H6IN2 (charge +1).

Values from the calculation:
Relative energy (zero: lowest compared OMol25 entry of this formula, charge and spin) = 47.49 kJ/mol
SMILES = [NH2+]=CNCI
Total charge = +1
DFT total energy = -13244.7605 eV
Max |F| = 0.094 Eh/bohr

Last column: Mulliken charge in e.
Cartesian coordinates (Å):
C  -0.911  0.492  0.506  0.14
C  0.744  -1.157  -0.513  -0.79
N  -0.381  -0.812  0.415  -0.12
N  -0.509  1.513  -0.140  -0.16
I  2.515  0.016  0.154  0.14
H  -1.849  0.664  1.023  0.34
H  1.077  -2.140  -0.583  0.43
H  0.684  -0.928  -1.593  0.34
H  -0.657  -1.421  1.170  0.28
H  -1.169  2.249  0.023  0.29
H  0.456  1.524  -0.463  0.12

---

The following is a DFT calculation (ωB97M-V/def2-TZVPD) of 2 unconnected molecules or ions with the total composition C2H6IN2O.

Values from the calculation:
Relative energy (zero: lowest compared OMol25 entry of this formula, charge and spin) = 546.32 kJ/mol
Total charge = +1
DFT total energy = -15286.6322 eV
Max |F| = 0.076 Eh/bohr

Last column: Mulliken charge in e.
Cartesian coordinates (Å):
C  1.226  0.570  0.110  0.14
C  1.010  -1.211  2.789  -0.58
N  2.355  0.949  -0.418  -0.33
N  0.033  0.562  -0.346  -0.02
O  -0.474  1.076  -1.597  -0.44
I  -0.899  -0.924  3.300  0.42
H  1.325  -2.096  2.018  0.34
H  1.792  -0.504  3.008  0.37
H  3.245  0.900  0.194  0.27
H  2.600  1.437  -1.283  0.24
H  -0.841  0.256  0.136  0.20
H  -0.869  2.041  -1.469  0.38

---

The following is a DFT calculation (ωB97M-V/def2-TZVPD) of a single C2H6IN3S molecule.

Values from the calculation:
Relative energy (zero: lowest compared OMol25 entry of this formula, charge and spin) = 311.70 kJ/mol
SMILES = [H]/N=N/[C@@H](NI)SC
Total charge = 0
DFT total energy = -25574.1252 eV
Max |F| = 0.057 Eh/bohr

Last column: Mulliken charge in e.
Cartesian coordinates (Å):
C  -0.036  1.585  0.167  -0.65
C  -0.390  -1.230  -0.670  0.35
N  1.873  -0.788  -0.694  -0.48
N  0.991  -1.549  -0.237  -0.07
N  -1.231  -1.346  0.479  -0.74
S  -0.508  0.552  -1.265  -0.12
I  -0.380  -1.621  2.349  0.08
H  -0.505  1.249  1.208  0.15
H  -0.391  2.608  -0.033  0.32
H  1.088  1.602  0.294  0.25
H  -0.621  -1.845  -1.604  0.30
H  2.756  -1.349  -0.429  0.27
H  -2.026  -2.005  0.632  0.36

---

The following is a DFT calculation (ωB97M-V/def2-TZVPD) of 2 unconnected molecules or ions with the total composition C2H6INO2P.

Values from the calculation:
Total charge = -1
DFT total energy = -25146.0718 eV
Max |F| = 0.038 Eh/bohr

Last column: Mulliken charge in e.
Cartesian coordinates (Å):
C  -0.837  -1.512  -0.236  -0.74
O  0.270  -1.421  0.668  -0.29
C  0.856  -0.199  0.780  0.38
O  2.004  -0.122  1.090  -0.46
P  -0.201  1.334  0.566  0.44
N  -0.381  2.018  -0.824  -0.72
H  -1.765  -1.236  0.266  0.31
H  -0.875  -2.545  -0.566  0.25
H  -0.656  -0.899  -1.118  0.34
H  0.353  2.225  1.504  0.06
H  -1.456  0.905  1.060  0.01
H  0.158  1.549  -1.549  0.23
I  2.532  -0.095  -1.640  -0.79

---

The following is a DFT calculation (ωB97M-V/def2-TZVPD) of 2 unconnected molecules or ions with the total composition C2H6INOS.

Values from the calculation:
Relative energy (zero: lowest compared OMol25 entry of this formula, charge and spin) = 218.08 kJ/mol
Total charge = 0
DFT total energy = -24640.7469 eV
Max |F| = 0.108 Eh/bohr

Last column: Mulliken charge in e.
Cartesian coordinates (Å):
C  1.268  1.373  0.687  -0.73
C  -1.964  -1.343  -1.227  -0.80
N  0.688  0.089  1.004  -0.17
O  1.742  -1.343  -0.889  -0.44
S  0.753  -1.330  0.109  0.38
I  -2.793  0.375  -0.369  0.04
H  1.972  1.840  1.366  0.29
H  1.629  1.357  -0.312  0.29
H  0.512  2.203  0.860  0.25
H  -2.576  -2.256  -0.911  0.31
H  -1.462  -1.083  -2.190  0.37
H  0.232  0.118  1.871  0.22

---

The following is a DFT calculation (ωB97M-V/def2-TZVPD) of a molecular structure, C2H6IO2.

Values from the calculation:
Relative energy (zero: lowest compared OMol25 entry of this formula, charge and spin) = 419.14 kJ/mol
Total charge = -1
DFT total energy = -14365.1551 eV
Max |F| = 0.280 Eh/bohr

Last column: Mulliken charge in e.
Cartesian coordinates (Å):
I  -0.816  1.463  2.858  -0.76
C  0.313  -0.096  0.336  -0.72
C  -0.006  -0.892  -0.948  -0.29
O  0.133  -0.029  -2.119  -0.52
O  -0.641  0.922  0.541  -0.59
H  1.276  0.406  0.436  0.38
H  0.262  -0.813  1.156  0.38
H  -0.965  -1.409  -0.967  0.25
H  0.792  -1.628  -1.051  0.24
H  0.203  0.822  -1.680  0.33
H  -0.552  1.255  1.438  0.30

---

The following is a DFT calculation (ωB97M-V/def2-TZVPD) of 2 unconnected molecules or ions with the total composition C2H6IO2P.

Values from the calculation:
Relative energy (zero: lowest compared OMol25 entry of this formula, charge and spin) = 445.14 kJ/mol
Total charge = 0
DFT total energy = -23652.3604 eV
Max |F| = 0.062 Eh/bohr

Last column: Mulliken charge in e.
Cartesian coordinates (Å):
C  1.180  -0.333  -2.119  -0.50
C  -1.908  0.554  1.880  -0.34
O  0.126  -1.282  -1.794  -0.45
O  -0.735  0.846  1.548  -0.13
P  0.842  0.700  1.484  0.09
I  1.168  -0.799  3.301  -0.13
H  1.168  -0.021  -3.187  0.28
H  2.238  -0.842  -2.119  0.22
H  1.204  0.679  -1.528  0.15
H  -1.990  0.025  2.740  0.22
H  -0.600  -0.658  -1.780  0.29
H  -2.693  1.131  1.576  0.32

---

The following is a DFT calculation (ωB97M-V/def2-TZVPD) of a molecular structure, C2H6IOS.

Values from the calculation:
Relative energy (zero: lowest compared OMol25 entry of this formula, charge and spin) = 193.72 kJ/mol
Total charge = +1
DFT total energy = -23143.9452 eV
Max |F| = 0.049 Eh/bohr

Last column: Mulliken charge in e.
Cartesian coordinates (Å):
C  0.478  0.152  1.580  -0.81
C  0.325  -0.377  -1.554  -0.74
O  -0.302  1.872  -0.338  -0.43
S  -0.385  0.481  -0.040  0.52
I  -3.312  -0.446  0.334  0.32
H  0.435  -0.872  1.795  0.39
H  -0.233  0.522  2.257  0.36
H  1.471  0.514  1.456  0.39
H  1.347  -0.761  -1.275  0.32
H  0.259  0.304  -2.460  0.34
H  -0.085  -1.388  -1.755  0.35

---

The following is a DFT calculation (ωB97M-V/def2-TZVPD) of 2 unconnected molecules or ions with the total composition C2H6N2.

Values from the calculation:
Relative energy (zero: lowest compared OMol25 entry of this formula, charge and spin) = 283.60 kJ/mol
SMILES = C=N.C=N
Total charge = 0
DFT total energy = -5148.9805 eV
Max |F| = 0.039 Eh/bohr

Last column: Mulliken charge in e.
Cartesian coordinates (Å):
C  0.587  -2.325  1.060  -0.14
N  0.347  -1.786  2.174  -0.49
H  0.463  -1.899  0.061  0.17
H  1.048  -3.321  0.922  0.20
H  1.059  -2.107  2.836  0.26
C  -0.400  1.761  -2.068  -0.18
N  -0.613  2.446  -1.040  -0.46
H  -0.284  0.678  -1.979  0.18
H  -0.368  2.080  -3.114  0.22
H  -0.896  3.406  -1.236  0.24

---

The following is a DFT calculation (ωB97M-V/def2-TZVPD) of a single C2H6N2 molecule.

Values from the calculation:
Relative energy (zero: lowest compared OMol25 entry of this formula, charge and spin) = 458.52 kJ/mol
SMILES = C/N=N/C
Total charge = 0
DFT total energy = -5147.1675 eV
Max |F| = 0.179 Eh/bohr

Last column: Mulliken charge in e.
Cartesian coordinates (Å):
C  -0.270  0.735  -1.699  -0.67
C  0.260  -0.693  1.687  -0.64
N  -0.574  -0.013  -0.523  -0.21
N  0.587  -0.049  0.508  -0.23
H  -0.897  1.590  -1.589  0.27
H  -0.744  0.076  -2.516  0.23
H  0.653  1.195  -1.748  0.40
H  1.188  -1.132  2.257  0.23
H  -0.473  -1.417  1.484  0.33
H  -0.217  -0.052  2.352  0.29

---

The following is a DFT calculation (ωB97M-V/def2-TZVPD) of a single C2H6N2 molecule.

Values from the calculation:
Relative energy (zero: lowest compared OMol25 entry of this formula, charge and spin) = 166.11 kJ/mol
SMILES = [H]/N=C\NC
Total charge = 0
DFT total energy = -5150.1981 eV
Max |F| = 0.042 Eh/bohr

Last column: Mulliken charge in e.
Cartesian coordinates (Å):
C  -0.028  -0.292  -1.333  -0.79
N  0.099  -0.511  0.107  -0.44
C  -0.282  0.502  0.969  0.24
N  0.111  0.670  2.171  -0.65
H  0.834  0.304  -1.653  0.31
H  -0.879  0.314  -1.643  0.31
H  -0.064  -1.216  -1.902  0.25
H  1.079  -0.716  0.245  0.27
H  -0.941  1.204  0.435  0.23
H  0.072  -0.258  2.603  0.26

---

The following is a DFT calculation (ωB97M-V/def2-TZVPD) of a single C2H6N2 molecule.

Values from the calculation:
Relative energy (zero: lowest compared OMol25 entry of this formula, charge and spin) = 209.31 kJ/mol
SMILES = C=NNC
Total charge = 0
DFT total energy = -5149.7504 eV
Max |F| = 0.031 Eh/bohr

Last column: Mulliken charge in e.
Cartesian coordinates (Å):
C  -0.857  -1.348  0.275  -0.72
C  0.744  1.809  -0.384  -0.36
H  -0.334  -2.323  0.318  0.31
H  -1.525  -1.337  -0.582  0.25
H  -1.440  -1.283  1.201  0.23
H  1.167  -0.539  0.083  0.24
H  1.782  1.542  -0.346  0.22
H  0.478  2.870  -0.531  0.24
N  0.162  -0.320  0.121  0.09
N  -0.178  0.928  -0.154  -0.50

---

The following is a DFT calculation (ωB97M-V/def2-TZVPD) of 2 unconnected molecules or ions with the total composition C2H6N2.

Values from the calculation:
Relative energy (zero: lowest compared OMol25 entry of this formula, charge and spin) = 605.84 kJ/mol
Total charge = 0
DFT total energy = -5145.6407 eV
Max |F| = 0.110 Eh/bohr

Last column: Mulliken charge in e.
Cartesian coordinates (Å):
C  -0.320  0.001  -1.115  0.05
C  -1.001  0.531  0.237  -0.84
N  0.733  -0.630  -1.204  -0.49
N  1.375  -0.298  2.194  -0.23
H  -1.012  0.015  -2.063  0.26
H  -1.812  1.124  0.018  0.35
H  -0.066  0.828  0.845  0.19
H  -1.328  -0.292  0.859  0.26
H  1.092  -0.922  -2.106  0.25
H  2.339  -0.355  2.335  0.21

---

The following is a DFT calculation (ωB97M-V/def2-TZVPD) of a single C2H6N2 molecule.

Values from the calculation:
Relative energy (zero: lowest compared OMol25 entry of this formula, charge and spin) = 412.95 kJ/mol
SMILES = C=NNC
Total charge = 0
DFT total energy = -5147.6398 eV
Max |F| = 0.129 Eh/bohr

Last column: Mulliken charge in e.
Cartesian coordinates (Å):
C  -1.029  0.137  1.210  -0.66
C  1.366  0.253  -1.240  -0.33
H  -1.819  -0.743  1.141  0.20
H  -1.264  1.194  0.927  0.30
H  -0.517  -0.067  2.057  0.27
H  -0.166  -1.342  -0.088  0.31
H  0.870  -0.622  -1.951  0.14
H  2.185  0.714  -1.902  0.25
N  -0.234  -0.203  0.164  0.04
N  0.608  0.680  -0.318  -0.52

---

The following is a DFT calculation (ωB97M-V/def2-TZVPD) of a single C2H6N2 molecule.

Values from the calculation:
Relative energy (zero: lowest compared OMol25 entry of this formula, charge and spin) = 80.43 kJ/mol
SMILES = [H]/N=C(/C)N
Total charge = 0
DFT total energy = -5151.0861 eV
Max |F| = 0.090 Eh/bohr

Last column: Mulliken charge in e.
Cartesian coordinates (Å):
C  -1.219  -0.153  -0.010  -0.83
C  0.271  -0.346  0.050  0.62
H  -1.764  -0.397  0.924  0.23
H  -1.557  0.937  -0.156  0.24
H  -1.755  -0.776  -0.795  0.22
H  0.492  1.717  -0.006  0.17
H  1.947  0.819  0.163  0.18
H  1.810  -1.224  -0.135  0.20
N  0.954  0.890  -0.040  -0.43
N  0.821  -1.465  0.005  -0.61